No. 1
{"formula": "CH5INO", "method": "ωB97M-V with the def2-TZVPD basis set", "total_charge": 1, "homo_ev": -14.317, "largest_force_ev_per_a": 5.64, "orbital_gap_ev": 9.522, "elements": ["C", "N", "O", "I", "H", "H", "H", "H", "H"], "positions_angstrom": [[-0.2774, 0.3645, -0.2233], [0.4654, -0.8604, 0.3628], [0.1834, 1.4592, 0.3143], [-2.3020, -0.0991, -0.0542], [0.2280, 0.0269, -1.8429], [1.0596, -0.4246, 1.0241], [1.0736, -1.2363, -0.3479], [-0.2986, -1.4908, 0.7007], [-0.1320, 2.2607, 0.0663]], "forces_ev_per_a": [[0.7, -2.2, -5.1], [-1.4, 1.2, -0.7], [2.8, -3.7, 2.2], [-0.8, 0.2, -0.1], [-1.4, 1.3, 3.6], [0.8, -0.1, 1.9], [0.0, -0.6, -0.3], [1.3, 0.1, 0.1], [-1.9, 3.8, -1.5]]}

***

No. 2
{"formula": "CH5INP", "method": "ωB97M-V with the def2-TZVPD basis set", "homo_ev": -8.919, "largest_force_ev_per_a": 3.16, "smiles": "[H]/P=N/C.I", "orbital_gap_ev": 8.626, "elements": ["H", "P", "N", "C", "H", "H", "H", "I", "H"], "positions_angstrom": [[-1.3065, 0.7086, 1.2379], [-1.3301, -0.7499, 1.0249], [-0.0556, -0.6461, 0.0342], [0.4071, -1.6761, -0.8079], [0.6598, -1.2559, -1.7199], [1.3502, -2.0715, -0.3595], [-0.2642, -2.5504, -0.9174], [-0.3600, 3.9125, 1.2200], [0.8992, 4.3287, 0.2877]], "forces_ev_per_a": [[-0.2, -1.0, 0.5], [1.8, 1.3, -1.5], [-2.1, 0.8, 1.5], [0.4, -2.3, 2.1], [0.4, 0.6, -2.0], [-0.4, 0.2, -0.4], [0.1, 0.3, -0.1], [0.3, 0.1, -0.2], [-0.3, -0.1, 0.2]]}

***

No. 3
{"formula": "CH5IOSi", "method": "ωB97M-V with the def2-TZVPD basis set", "homo_ev": [-7.638, -7.639], "largest_force_ev_per_a": 1.61, "orbital_gap_ev": [5.589, 5.590], "elements": ["C", "O", "Si", "I", "H", "H", "H", "H", "H"], "positions_angstrom": [[-0.1913, -0.7037, 1.2224], [-0.6488, -0.3642, -0.0584], [-0.4578, 0.2833, -1.4640], [2.5919, 2.3993, -0.2577], [0.6402, -1.4161, 1.0885], [-1.0201, -1.0375, 1.8735], [0.0945, 0.1343, 1.8651], [0.8269, 0.1147, -2.1514], [-1.8355, 0.5898, -2.1180]], "forces_ev_per_a": [[0.3, -0.4, 1.5], [-0.9, 0.4, 0.0], [0.3, 0.9, 0.0], [-1.1, -0.6, -0.3], [-0.5, 0.3, 0.5], [0.1, -0.8, -1.0], [0.7, 0.5, -1.0], [-0.4, -0.1, -0.2], [1.5, -0.1, 0.6]]}

***

No. 4
{"formula": "CH5ISi", "method": "ωB97M-V with the def2-TZVPD basis set", "homo_ev": -8.909, "largest_force_ev_per_a": 4.61, "smiles": "C[SiH2]I", "orbital_gap_ev": 8.095, "elements": ["C", "Si", "I", "H", "H", "H", "H", "H"], "positions_angstrom": [[0.8452, 0.7375, -0.0002], [-0.2476, -0.7931, -0.0046], [-3.2115, 0.0333, -0.0330], [0.9077, 1.2455, -1.0148], [0.4228, 1.4462, 0.5795], [1.8156, 0.6576, 0.3300], [0.0397, -1.6357, 1.1890], [-0.5719, -1.6912, -1.0459]], "forces_ev_per_a": [[-1.1, -1.0, -4.4], [-1.5, 1.1, 1.6], [2.3, -0.5, 0.2], [-0.2, -0.8, 1.0], [-1.8, 2.3, 2.2], [2.3, -0.9, 0.8], [-0.3, 0.3, -0.1], [0.2, -0.4, -1.3]]}

***

ΔE to the lowest compared entry with this formula, charge and spin values, unit kcal/mol, following the record order: 66.1, 63.6, 94.2, 20.9.